Entry 1:
{"formula": "C44H104O22S", "method": "ωB97M-V with the def2-TZVPD basis set", "species": ["C", "O", "C", "C", "O", "C", "C", "O", "C", "H", "H", "H", "H", "H", "H", "H", "H", "H", "H", "H", "H", "H", "H", "C", "O", "C", "C", "O", "C", "C", "O", "C", "H", "H", "H", "H", "H", "H", "H", "H", "H", "H", "H", "H", "H", "H", "C", "O", "C", "C", "O", "C", "C", "O", "C", "H", "H", "H", "H", "H", "H", "H", "H", "H", "H", "H", "H", "H", "H", "C", "O", "C", "C", "O", "C", "C", "O", "C", "H", "H", "H", "H", "H", "H", "H", "H", "H", "H", "H", "H", "H", "H", "C", "O", "C", "C", "O", "C", "C", "O", "C", "H", "H", "H", "H", "H", "H", "H", "H", "H", "H", "H", "H", "H", "H", "C", "O", "C", "C", "O", "C", "C", "O", "C", "H", "H", "H", "H", "H", "H", "H", "H", "H", "H", "H", "H", "H", "H", "C", "O", "C", "C", "O", "C", "C", "O", "C", "H", "H", "H", "H", "H", "H", "H", "H", "H", "H", "H", "H", "H", "H", "C", "S", "O", "C", "H", "H", "H", "H", "H", "H"], "coordinates": [[2.33, 4.60, 2.14], [2.15, 5.50, 1.10], [0.79, 5.90, 0.92], [0.66, 7.08, 0.04], [1.26, 8.14, 0.74], [1.51, 9.29, 0.02], [2.35, 10.23, 0.93], [2.35, 11.57, 0.43], [3.27, 11.87, -0.61], [1.97, 5.07, 3.07], [3.40, 4.36, 2.27], [1.71, 3.71, 1.98], [0.27, 6.00, 1.88], [0.34, 5.08, 0.35], [-0.42, 7.28, -0.17], [1.12, 6.93, -0.97], [0.62, 9.87, -0.26], [2.10, 9.05, -0.88], [3.35, 9.84, 1.00], [1.86, 10.30, 1.91], [2.90, 11.47, -1.57], [4.20, 11.36, -0.37], [3.49, 12.94, -0.72], [-2.29, -9.83, 5.53], [-2.85, -9.60, 4.30], [-3.55, -8.34, 4.24], [-4.17, -8.15, 2.84], [-3.21, -7.93, 1.80], [-2.82, -6.57, 1.66], [-3.72, -5.92, 0.60], [-3.44, -4.55, 0.40], [-2.15, -4.31, 0.01], [-1.33, -9.34, 5.72], [-2.14, -10.91, 5.60], [-2.99, -9.48, 6.32], [-2.97, -7.48, 4.59], [-4.35, -8.49, 4.96], [-4.81, -7.29, 3.01], [-4.77, -9.02, 2.62], [-1.80, -6.55, 1.40], [-3.06, -6.00, 2.56], [-4.75, -5.98, 0.82], [-3.44, -6.49, -0.34], [-2.14, -3.30, -0.43], [-1.82, -4.98, -0.81], [-1.37, -4.42, 0.80], [3.25, -2.31, 0.53], [2.05, -3.07, 0.73], [2.02, -4.44, 0.30], [2.82, -5.35, 1.26], [1.87, -5.68, 2.27], [2.49, -6.64, 3.13], [1.62, -7.00, 4.34], [1.73, -5.98, 5.30], [0.76, -6.25, 6.31], [3.66, -2.51, -0.49], [4.02, -2.58, 1.28], [2.98, -1.24, 0.64], [2.32, -4.40, -0.75], [1.02, -4.84, 0.42], [3.73, -4.90, 1.72], [3.10, -6.24, 0.70], [3.38, -6.24, 3.62], [2.78, -7.50, 2.54], [1.98, -7.94, 4.75], [0.58, -7.11, 3.94], [0.81, -7.22, 6.80], [-0.27, -6.17, 5.91], [0.80, -5.49, 7.06], [2.65, -0.39, -3.09], [3.87, -0.66, -2.36], [4.98, 0.25, -2.53], [4.77, 1.47, -1.66], [3.94, 2.32, -2.39], [3.61, 3.41, -1.63], [2.40, 4.02, -2.18], [2.84, 4.72, -3.33], [2.52, 4.15, -4.58], [2.15, -1.32, -2.91], [2.91, -0.30, -4.21], [2.14, 0.50, -2.74], [5.05, 0.46, -3.61], [5.81, -0.33, -2.16], [5.73, 1.99, -1.39], [4.30, 1.07, -0.72], [4.34, 4.23, -1.58], [3.46, 3.10, -0.60], [2.10, 4.83, -1.49], [1.62, 3.32, -2.47], [2.93, 3.15, -4.77], [2.93, 4.90, -5.25], [1.47, 4.00, -4.69], [0.39, -3.06, 3.52], [-0.45, -1.89, 3.44], [-0.65, -1.19, 4.63], [0.21, 0.05, 4.58], [1.59, -0.30, 4.60], [2.36, 0.87, 4.25], [3.73, 0.39, 3.76], [4.40, 1.55, 3.23], [5.74, 1.20, 2.84], [0.05, -3.66, 4.38], [1.42, -2.72, 3.74], [0.33, -3.56, 2.57], [-0.33, -1.79, 5.49], [-1.67, -0.89, 4.83], [-0.04, 0.74, 5.38], [0.01, 0.59, 3.62], [2.48, 1.45, 5.18], [1.87, 1.48, 3.50], [3.59, -0.34, 2.96], [4.33, -0.10, 4.54], [6.27, 0.85, 3.71], [6.14, 2.19, 2.59], [5.79, 0.50, 2.00], [-4.28, -1.63, -1.02], [-3.62, -0.40, -1.19], [-3.92, 0.44, -2.30], [-5.16, 1.28, -2.04], [-6.39, 0.55, -2.11], [-7.59, 1.30, -2.08], [-8.22, 1.18, -0.77], [-7.47, 1.85, 0.17], [-8.16, 2.01, 1.35], [-4.35, -2.21, -1.95], [-5.29, -1.46, -0.63], [-3.60, -2.11, -0.31], [-4.14, -0.15, -3.20], [-3.02, 1.09, -2.36], [-5.19, 1.94, -2.92], [-5.09, 1.86, -1.13], [-8.26, 0.83, -2.82], [-7.36, 2.35, -2.28], [-8.42, 0.10, -0.58], [-9.19, 1.70, -0.84], [-7.46, 2.44, 2.06], [-8.53, 1.05, 1.75], [-9.07, 2.64, 1.23], [-1.16, -2.19, -5.48], [-0.40, -0.99, -5.65], [-0.47, -0.13, -4.49], [-0.22, 1.34, -4.76], [-1.21, 1.82, -5.63], [-1.07, 3.23, -5.68], [-0.02, 3.51, -6.81], [0.04, 4.93, -6.80], [0.80, 5.38, -7.90], [-0.70, -2.79, -4.62], [-1.12, -2.70, -6.45], [-2.22, -1.96, -5.23], [0.17, -0.55, -3.71], [-1.49, -0.13, -4.06], [0.77, 1.55, -5.24], [-0.23, 1.82, -3.74], [-0.71, 3.70, -4.76], [-2.05, 3.61, -5.94], [-0.40, 3.01, -7.74], [0.93, 3.01, -6.46], [1.78, 4.96, -7.81], [0.71, 6.44, -7.84], [0.39, 4.92, -8.84], [0.88, 0.75, 0.73], [-0.64, 0.34, -0.07], [-0.63, 1.16, -1.34], [-0.21, -1.25, -0.66], [1.54, 0.85, -0.15], [1.26, -0.01, 1.38], [0.69, 1.64, 1.31], [0.84, -1.07, -1.05], [-0.94, -1.51, -1.43], [-0.30, -1.96, 0.14]], "max_force_ev_per_a": 2.63, "lumo_ev": 0.597}

=====

Entry 2:
{"formula": "C44H105N7O10", "method": "ωB97M-V with the def2-TZVPD basis set", "species": ["C", "C", "C", "C", "C", "C", "C", "C", "C", "N", "O", "H", "H", "H", "H", "H", "H", "H", "H", "H", "H", "H", "H", "H", "H", "H", "H", "H", "H", "H", "C", "C", "C", "C", "C", "C", "C", "C", "C", "N", "O", "H", "H", "H", "H", "H", "H", "H", "H", "H", "H", "H", "H", "H", "H", "H", "H", "H", "H", "H", "C", "O", "C", "C", "C", "N", "H", "H", "H", "H", "H", "H", "H", "H", "H", "H", "H", "C", "O", "C", "C", "C", "N", "H", "H", "H", "H", "H", "H", "H", "H", "H", "H", "H", "C", "O", "C", "C", "N", "C", "C", "O", "C", "H", "H", "H", "H", "H", "H", "H", "H", "H", "H", "H", "H", "H", "H", "H", "C", "O", "C", "C", "N", "C", "C", "O", "C", "H", "H", "H", "H", "H", "H", "H", "H", "H", "H", "H", "H", "H", "H", "H", "C", "O", "C", "C", "N", "C", "C", "O", "C", "H", "H", "H", "H", "H", "H", "H", "H", "H", "H", "H", "H", "H", "H", "H"], "coordinates": [[-6.12, -2.58, 6.67], [-7.14, -2.59, 5.52], [-8.60, -2.70, 6.09], [-7.26, -1.13, 4.82], [-7.90, -0.98, 3.42], [-7.30, -2.00, 2.55], [-7.30, -3.49, 3.07], [-8.70, -4.11, 3.07], [-6.45, -4.24, 2.10], [-6.77, -3.51, 4.48], [-6.29, -4.78, 4.86], [-6.29, -3.45, 7.31], [-6.08, -1.67, 7.25], [-5.09, -2.63, 6.33], [-9.45, -2.31, 5.52], [-8.75, -2.12, 7.00], [-8.89, -3.74, 6.17], [-7.84, -0.46, 5.46], [-6.23, -0.78, 4.77], [-7.92, 0.04, 3.05], [-8.97, -1.13, 3.58], [-6.26, -1.66, 2.42], [-7.72, -1.90, 1.55], [-8.93, -4.85, 2.30], [-8.91, -4.59, 4.03], [-9.53, -3.41, 3.01], [-6.61, -4.05, 1.04], [-5.45, -3.93, 2.39], [-6.50, -5.31, 2.33], [-5.35, -4.58, 4.78], [-2.03, 1.38, -1.65], [-0.68, 0.84, -1.21], [0.12, 2.02, -0.54], [-1.07, -0.19, -0.15], [-0.15, -1.30, 0.19], [0.39, -1.91, -1.12], [1.00, -0.88, -2.12], [2.32, -0.15, -1.65], [1.22, -1.80, -3.35], [0.01, 0.10, -2.29], [0.15, 0.86, -3.48], [-2.49, 0.68, -2.35], [-2.82, 1.54, -0.91], [-2.12, 2.19, -2.37], [1.20, 2.07, -0.67], [-0.11, 3.01, -0.95], [0.05, 2.13, 0.54], [-1.50, 0.19, 0.78], [-2.00, -0.68, -0.46], [0.60, -0.76, 0.77], [-0.63, -1.99, 0.88], [-0.44, -2.52, -1.48], [1.18, -2.64, -0.98], [3.13, -0.88, -1.74], [2.33, 0.27, -0.65], [2.59, 0.66, -2.33], [1.81, -2.70, -3.19], [1.79, -1.27, -4.11], [0.37, -2.22, -3.90], [-0.66, 0.50, -3.86], [-3.32, 7.90, -7.19], [-2.21, 8.67, -7.60], [-0.82, 8.46, -7.07], [-0.45, 8.91, -5.58], [0.93, 9.52, -5.54], [-0.45, 7.76, -4.73], [-3.48, 8.03, -6.12], [-3.12, 6.89, -7.55], [-4.23, 8.26, -7.68], [-0.59, 7.40, -7.19], [-0.33, 9.14, -7.76], [-1.19, 9.57, -5.14], [1.25, 10.29, -6.24], [1.68, 8.76, -5.72], [1.17, 10.08, -4.63], [0.26, 7.10, -5.01], [-0.17, 7.86, -3.76], [7.42, -5.43, -3.42], [6.37, -6.43, -3.12], [6.87, -7.67, -3.20], [5.74, -8.70, -3.23], [5.06, -8.72, -1.87], [6.33, -10.06, -3.39], [7.90, -5.43, -4.39], [8.25, -5.58, -2.73], [7.10, -4.40, -3.25], [7.49, -7.85, -4.08], [7.55, -7.87, -2.37], [5.01, -8.47, -4.01], [4.57, -9.68, -1.70], [4.31, -7.98, -1.62], [5.85, -8.72, -1.12], [6.50, -10.15, -4.39], [5.54, -10.69, -3.36], [3.95, 0.29, 9.25], [3.36, 0.06, 7.93], [3.71, 1.16, 7.05], [3.30, 0.63, 5.66], [3.79, 1.45, 4.54], [5.24, 1.34, 4.44], [5.83, -0.06, 4.42], [5.58, -0.87, 3.23], [6.16, -2.17, 3.36], [3.58, 1.24, 9.62], [5.01, 0.29, 8.99], [3.56, -0.34, 10.05], [4.77, 1.40, 7.10], [3.08, 1.99, 7.39], [2.22, 0.68, 5.76], [3.52, -0.42, 5.48], [3.46, 0.91, 3.75], [5.74, 1.72, 5.33], [5.61, 1.89, 3.58], [5.54, -0.58, 5.34], [6.91, 0.06, 4.32], [5.98, -2.64, 4.32], [7.23, -2.02, 3.24], [5.72, -2.84, 2.62], [-4.39, 11.34, 9.87], [-3.28, 11.18, 9.17], [-2.59, 9.90, 9.38], [-1.41, 9.85, 8.34], [-0.24, 9.69, 9.18], [1.00, 9.79, 8.45], [1.29, 8.68, 7.39], [0.98, 9.23, 6.09], [0.46, 8.14, 5.31], [-5.07, 10.69, 9.32], [-4.77, 12.32, 9.57], [-4.19, 11.22, 10.94], [-3.29, 9.17, 8.98], [-2.25, 9.79, 10.41], [-1.41, 10.66, 7.61], [-1.53, 8.96, 7.74], [-0.14, 10.40, 9.89], [1.90, 9.82, 9.06], [0.91, 10.74, 7.93], [0.79, 7.74, 7.58], [2.37, 8.54, 7.46], [-0.36, 7.57, 5.74], [1.15, 7.31, 5.12], [0.28, 8.47, 4.29], [0.38, -2.51, -11.37], [0.39, -3.91, -11.31], [1.72, -4.51, -11.04], [1.68, -6.02, -11.11], [1.23, -6.57, -9.81], [1.06, -8.05, -9.55], [2.47, -8.58, -9.78], [2.75, -8.96, -11.20], [1.91, -9.95, -11.73], [0.63, -2.23, -12.39], [0.90, -2.04, -10.53], [-0.63, -2.11, -11.24], [1.98, -4.17, -10.04], [2.42, -4.10, -11.76], [2.69, -6.40, -11.29], [1.08, -6.44, -11.91], [0.62, -5.86, -9.43], [0.26, -8.43, -10.19], [0.70, -8.23, -8.54], [2.72, -9.43, -9.13], [3.30, -7.98, -9.40], [1.85, -10.85, -11.13], [2.17, -10.13, -12.78], [0.90, -9.55, -11.81]], "max_force_ev_per_a": 5.50, "lumo_ev": 0.414, "smiles": "CC1(C)CCCC(C)(C)N1O.CC1(C)CCCC(C)(C)N1O.COC[C@H](C)N.COC[C@H](C)N.COCCNCCOC.COCCNCCOC.COCCNCCOC"}